Formula: C24H47B2F8IN4O3SbSi2Sn
Source: OMol25
Level of theory: the ωB97M-V functional and the def2-TZVPD basis

Geometry as XYZ:
```
93
Properties=species:S:1:pos:R:3:forces:R:3:lowdin_charge:R:1
Sn 0.0606 1.0105 0.1617 -0.012 -0.310 -0.537 1.54
N -3.0181 -1.9765 -0.2544 0.207 -0.213 0.065 0.18
C -3.0950 -0.7335 0.2453 -0.065 0.300 0.069 -0.64
O -2.2331 0.1107 0.0504 -0.062 -0.104 0.118 -0.16
C -4.3165 -0.3389 1.0427 0.159 -0.072 0.097 -0.54
I -6.1457 -1.1830 0.3465 -0.042 0.006 0.049 0.77
H -2.1080 -2.2373 -0.6054 0.101 -0.001 0.043 0.07
H -3.5386 -2.7066 0.2019 -0.134 -0.037 -0.024 0.08
H -4.4206 0.7391 1.0113 0.026 -0.010 -0.047 0.06
H -4.1715 -0.6606 2.0717 -0.004 -0.058 0.043 0.06
F -0.2452 -1.7246 1.6716 -0.190 0.129 0.171 -0.07
B -1.0034 -1.5805 2.9051 -0.028 0.020 -0.049 -1.28
F -2.1408 -2.4230 2.8376 -0.005 0.054 -0.306 0.08
F -1.4213 -0.2501 3.0104 0.013 -0.115 -0.091 0.10
F -0.2024 -1.9660 3.9639 0.143 -0.010 0.045 0.13
F 3.1198 2.1082 2.9792 -0.019 0.070 -0.020 0.12
B 2.4438 3.2783 2.6358 -0.142 -0.056 -0.023 -1.25
F 3.3054 4.1601 1.9454 0.036 -0.047 -0.006 0.09
F 1.9107 3.9244 3.7490 0.017 -0.019 -0.014 0.12
F 1.3564 2.9462 1.7410 0.164 0.138 -0.008 -0.01
C -3.1757 1.2380 -2.3737 0.284 0.061 0.050 -0.18
Si -1.4632 1.2588 -3.1912 -0.495 0.116 -0.241 0.42
C -1.1014 3.0982 -3.5403 0.227 -0.199 0.137 -0.17
C -1.8297 0.5326 -4.9240 0.218 -0.005 0.246 -0.20
C -0.1191 0.3680 -2.2337 0.015 0.410 0.092 -0.49
Si 1.4385 0.0866 -3.2306 0.478 -0.210 -0.103 0.41
C 2.5349 1.6289 -3.3147 -0.225 -0.144 0.096 -0.17
C 2.4354 -1.3788 -2.5319 -0.172 0.252 0.081 -0.20
C 1.2887 -0.4201 -5.0713 -0.305 0.155 0.258 -0.20
H -3.9050 1.7810 -2.9795 0.079 0.030 -0.113 0.03
H -3.1249 1.7038 -1.3894 -0.110 0.030 -0.040 0.02
H -3.5397 0.2152 -2.2493 -0.021 0.014 -0.020 0.02
H -1.6738 3.4533 -4.3997 -0.062 -0.085 -0.015 0.03
H -0.0414 3.2644 -3.7487 -0.026 0.032 -0.022 0.01
H -1.3760 3.7104 -2.6794 -0.045 -0.001 -0.048 0.01
H -2.7884 0.9096 -5.2888 -0.033 0.041 0.076 0.02
H -1.8885 -0.5582 -4.8903 -0.010 -0.011 -0.028 0.03
H -1.0673 0.8003 -5.6569 -0.078 -0.022 0.017 0.00
H -0.5258 -0.6291 -1.9970 -0.021 -0.021 -0.065 -0.03
H 2.6587 2.0530 -2.3226 0.064 0.053 0.004 -0.02
H 2.0906 2.3915 -3.9602 -0.031 -0.009 0.001 0.02
H 3.5249 1.3933 -3.7115 0.000 -0.048 0.001 0.04
H 2.3435 -1.4212 -1.4481 0.067 -0.073 -0.029 -0.04
H 3.4965 -1.3139 -2.7856 0.001 0.064 -0.042 0.03
H 2.0541 -2.3204 -2.9366 -0.039 0.009 -0.017 0.01
H 0.9252 0.3995 -5.6939 0.077 -0.043 -0.020 0.01
H 0.6084 -1.2647 -5.2061 0.007 -0.002 -0.023 0.02
H 2.2704 -0.7157 -5.4501 0.064 0.007 0.106 0.02
N 4.2187 -0.8460 1.0085 0.058 -0.010 0.040 0.15
C 2.8900 -0.6279 0.8616 -0.147 -0.028 0.019 -0.18
N 2.6218 0.5258 0.3199 -0.147 0.083 -0.090 0.03
C 3.8477 1.1491 0.1306 0.311 -0.256 0.142 -0.21
C 4.1683 2.4235 -0.3229 0.021 -0.017 0.046 -0.02
C 5.5016 2.7684 -0.3857 0.022 0.075 -0.083 -0.08
C 6.5117 1.8762 -0.0079 0.045 -0.059 0.086 -0.10
C 6.2148 0.6182 0.4780 0.035 -0.027 0.037 -0.02
C 4.8697 0.2812 0.5515 -0.129 0.222 -0.169 -0.19
H 4.6452 -1.6464 1.4369 -0.067 -0.037 0.041 0.16
H 2.1381 -1.3468 1.1588 0.002 -0.011 0.075 0.12
H 3.3909 3.1298 -0.5626 -0.036 0.050 0.008 0.10
H 5.7851 3.7599 -0.7151 -0.057 0.009 -0.001 0.10
H 7.5459 2.1912 -0.0648 -0.003 -0.002 -0.020 0.10
H 6.9933 -0.0602 0.8036 -0.009 -0.001 0.000 0.10
C 2.3984 -4.9139 -0.4124 -0.127 0.233 -0.085 -0.34
Sb 0.4864 -3.8732 -0.3826 -0.038 -0.711 0.064 1.29
C -0.1294 -4.8548 1.4342 -0.038 0.170 -0.075 -0.32
C -0.5174 -5.3309 -1.6605 0.126 0.229 -0.012 -0.36
H 2.2531 -5.9843 -0.2720 -0.076 0.005 0.022 0.00
H 3.0156 -4.5290 0.4003 0.016 -0.007 -0.005 -0.01
H 2.9142 -4.7377 -1.3560 0.009 0.017 0.004 -0.01
H -0.2111 -5.9334 1.3000 0.081 -0.006 -0.092 0.00
H -1.0857 -4.4511 1.7627 0.011 0.043 0.027 -0.01
H 0.6027 -4.6329 2.2099 -0.023 0.015 0.030 0.01
H -0.0540 -6.3137 -1.5793 0.014 0.000 0.070 -0.01
H -0.4779 -5.0022 -2.6990 -0.012 -0.034 -0.018 -0.02
H -1.5637 -5.4033 -1.3615 -0.007 0.002 0.013 -0.01
O 0.8762 3.4486 -1.0894 0.086 -0.190 -0.006 0.02
C -0.1668 4.0408 -0.5353 -0.188 0.560 0.015 -0.55
O -1.0857 3.4052 -0.0681 0.125 -0.227 -0.070 0.01
C -0.0813 5.5641 -0.5174 0.212 -0.233 0.137 -0.21
N 0.8807 6.0005 -1.5391 0.033 -0.023 0.019 -0.03
C 1.7917 6.9874 -0.9503 0.089 0.156 0.108 -0.20
C 1.9509 6.4816 0.4767 -0.076 -0.024 -0.144 -0.15
C 0.5376 6.0077 0.8363 0.050 -0.022 0.067 -0.09
H -1.0865 5.9676 -0.6436 -0.015 -0.063 -0.066 0.15
H 0.4437 6.3146 -2.3939 -0.056 -0.038 0.001 0.12
H 1.4125 4.1792 -1.4847 -0.049 0.050 -0.038 0.12
H 1.3685 8.0014 -0.9534 -0.051 -0.038 -0.035 0.11
H 2.7288 7.0128 -1.5085 -0.006 -0.013 0.016 0.11
H 2.3068 7.2503 1.1599 0.033 -0.006 0.001 0.12
H 2.6494 5.6460 0.5208 -0.043 0.041 0.016 0.10
H -0.0510 6.8210 1.2606 -0.034 0.008 -0.044 0.12
H 0.5566 5.1897 1.5556 -0.020 0.051 0.033 0.11
```
Forces are in eV/Å.

- DFT total energy: -97090.299 eV
- Net charge: -1
- HOMO-LUMO gap: 0.2685 Eh
- LUMO energy: 0.07270 hartree



Formula: CH3N2O2S2
Source: OMol25
Level of theory: the ωB97M-V functional and the def2-TZVPD basis

Geometry as XYZ:
```
10
Properties=species:S:1:pos:R:3:forces:R:3:lowdin_charge:R:1
C -1.8322 -0.0820 0.2077 1.242 2.423 -0.666 -0.95
N -0.7492 0.7124 -0.1573 -1.632 0.222 0.132 0.06
N 2.3936 0.5646 0.3734 -3.379 -0.831 -1.342 -0.75
O 1.6758 -0.1759 -0.4526 1.685 1.027 1.396 -0.39
O -2.9596 0.3192 0.4549 0.477 -0.418 -0.107 -0.08
S 3.9397 0.3564 0.4284 2.133 -0.361 -0.017 0.37
S -1.4766 -1.8316 0.3276 1.613 -0.581 -1.456 0.71
H -0.8748 1.7264 -0.4118 -0.261 -1.844 0.731 0.12
H 0.2408 0.3441 -0.1587 -0.187 -0.069 -0.352 -0.02
H -0.3574 -1.9336 -0.6116 -1.690 0.433 1.680 -0.07
```
Forces are in eV/Å.

- DFT total energy: -29831.184 eV
- Net charge: -1
- HOMO-LUMO gap: 0.2593 Eh
- Energy above the lowest of the compared OMol25 structures with the same formula, charge and spin: 0.000 eV
- LUMO energy: 0.11848 hartree



Formula: C8H17N
Source: OMol25
Level of theory: the ωB97M-V functional and the def2-TZVPD basis

Geometry as XYZ:
```
26
Properties=species:S:1:pos:R:3:forces:R:3:lowdin_charge:R:1
C -0.9372 0.1602 -0.1051 2.077 0.736 -0.504 -0.53
C 1.2785 0.9915 -1.2228 -0.238 -0.118 -0.062 -0.10
C 1.0944 1.1235 1.1458 -0.106 -0.060 -0.041 -0.10
C -1.2758 -0.8720 0.9337 1.548 -1.703 0.121 -0.06
C -1.2585 -0.3911 -1.4908 0.086 0.052 0.170 -0.05
C -1.6499 1.4887 0.1246 0.159 -0.208 -0.002 -0.05
N 0.6850 0.3765 -0.0409 -1.868 0.398 0.108 -0.26
H 0.8721 2.1942 1.0716 -0.044 0.002 0.012 0.09
H 2.3520 1.1101 -1.0593 -0.062 -0.040 0.044 0.09
H 0.8622 1.9811 -1.4473 -0.007 0.035 0.008 0.09
H 1.1428 0.3492 -2.0896 0.032 0.005 -0.044 0.08
H 2.1730 1.0151 1.2803 -0.020 -0.036 -0.013 0.09
H 0.6049 0.7193 2.0277 0.005 0.001 0.078 0.08
H -0.5021 -1.7309 0.8387 -1.700 1.261 0.230 0.07
H -1.1910 -0.5032 1.9514 -0.112 0.146 0.132 0.07
H -2.2760 -1.2715 0.7786 -0.067 0.045 0.022 0.09
H -2.3019 -0.7025 -1.5150 -0.057 0.011 0.013 0.09
H -0.6453 -1.2637 -1.7094 0.056 -0.053 -0.031 0.09
H -1.1173 0.3567 -2.2673 0.027 0.036 -0.088 0.08
H -2.7146 1.3624 -0.0693 -0.069 0.005 -0.026 0.09
H -1.2698 2.2596 -0.5445 -0.031 0.073 -0.053 0.08
H -1.5390 1.8267 1.1529 0.019 0.052 0.053 0.08
C 1.4978 -2.2480 0.4133 0.799 2.312 -0.646 -0.09
C 2.1446 -3.2327 0.6572 -0.093 -0.242 0.362 -0.03
H 2.6805 -4.0696 1.0125 0.104 -0.430 -0.072 -0.01
H 1.2906 -1.0296 0.1730 -0.438 -2.282 0.229 0.05
```
Forces are in eV/Å.

- DFT total energy: -10058.501 eV
- SMILES: CN(C)C(C)(C)C.C#C
- HOMO-LUMO gap: 0.3576 Eh
- Energy above the lowest of the compared OMol25 structures with the same formula, charge and spin: 3.019 eV
- LUMO energy: 0.02902 hartree



Q: Which value of LUMO energy does entry 3 give?
A: 0.02902 hartree



Q: LUMO energy of number 2 (CH3N2O2S2)?
A: 0.11848 hartree